[1]
This record from the OMol25 dataset describes C9H11Cl2F6NO8P3Pt as an isolated structure in a non-equilibrium geometry. The level of theory is ωB97M-V/def2-TZVPD.

```
! wB97M-V def2-TZVPD RIJCOSX def2/J DEFGRID3
* xyz 0 2
Pt 0.78 0.42 1.01
N 2.57 2.29 -3.01
C 1.74 1.46 -2.10
C 0.80 0.56 -2.86
P 3.05 0.50 -1.13
O 2.84 -1.01 -1.61
O 4.32 1.05 -1.65
O 2.84 0.54 0.37
P 0.82 2.77 -1.09
O -0.70 2.63 -1.55
O 1.39 4.04 -1.58
O 0.90 2.48 0.40
H 3.57 2.01 -2.75
H 2.36 3.29 -2.70
H 2.38 2.16 -4.00
H 1.35 -0.15 -3.48
H 0.12 1.14 -3.48
H 0.19 -0.01 -2.16
H 2.38 -1.54 -0.96
H -1.18 1.96 -1.05
Cl -5.02 -3.83 1.37
C -3.85 -2.67 0.92
C -4.24 -1.34 0.74
C -3.30 -0.39 0.40
Cl -3.75 1.24 0.18
C -1.92 -0.73 0.20
O -1.09 0.16 -0.18
C -1.56 -2.10 0.42
C -0.18 -2.49 0.38
O 0.79 -1.75 0.16
C -2.52 -3.05 0.78
H -5.27 -1.06 0.88
H 0.02 -3.55 0.59
H -2.22 -4.06 0.98
F -0.23 -1.10 2.70
P 0.23 -0.14 4.02
F 1.69 0.02 3.25
F 0.76 -1.44 4.75
F -1.24 -0.30 4.60
F -0.31 1.14 3.08
F 0.69 0.86 5.16
*
```

<S²> = 0.766
HOMO level (alpha / beta) = -9.37 / -9.38 eV
Calculated total energy = -99852.2965 eV
Orbital gap (alpha / beta) = 5.097 / 5.420 eV
Energy relative to the best compared isomer or geometry (same formula, charge and spin) = 2.9282 eV


[2]
This record from the OMol25 dataset describes one molecule with the formula C4H3FOS in a non-equilibrium geometry. The level of theory is ωB97M-V/def2-TZVPD.

```
! wB97M-V def2-TZVPD RIJCOSX def2/J DEFGRID3
* xyz 0 1
F 2.31 -0.54 -0.32
C 1.11 -0.03 -0.08
C 0.71 1.25 -0.10
O -0.69 1.26 -0.09
C -1.28 0.04 -0.19
S -2.92 -0.17 -0.20
C -0.10 -0.93 0.07
H 1.19 2.18 0.08
H -0.28 -1.11 1.21
H -0.03 -1.95 -0.37
*
```

HOMO level = -8.92 eV
Calculated total energy = -19794.8082 eV
Orbital gap = 8.833 eV
Energy relative to the best compared isomer or geometry (same formula, charge and spin) = 0.4997 eV
SMILES = FC1=COC(=S)C1


[3]
This record from the OMol25 dataset describes C17H37N4SSbSi3Sr as an isolated structure in a non-equilibrium geometry. The level of theory is ωB97M-V/def2-TZVPD.

```
! wB97M-V def2-TZVPD RIJCOSX def2/J DEFGRID3
* xyz 2 1
Sr 0.45 0.25 0.47
C -2.37 -1.60 -2.77
C -1.29 -1.26 -1.79
N -1.28 -0.21 -1.05
N -2.26 0.69 -1.10
C -2.32 1.84 -0.39
N -3.43 2.57 -0.56
S -1.14 2.40 0.63
C -0.18 -2.22 -1.66
C -0.15 -3.39 -2.41
C 0.90 -4.28 -2.26
C 1.91 -3.98 -1.35
C 1.81 -2.79 -0.65
N 0.80 -1.94 -0.79
H -3.15 -0.85 -2.84
H -2.84 -2.54 -2.50
H -1.93 -1.69 -3.77
H -3.07 0.51 -1.70
H -4.17 2.33 -1.21
H -3.53 3.44 -0.06
H -0.93 -3.63 -3.12
H 0.93 -5.19 -2.84
H 2.74 -4.65 -1.20
H 2.57 -2.50 0.07
C 4.32 2.82 4.84
Si 2.80 2.66 3.70
C 1.14 2.49 4.63
C 2.69 4.01 2.36
Sb 2.99 0.39 2.32
Si 5.21 0.53 0.86
C 5.47 -1.20 0.08
C 6.61 1.09 2.02
C 4.74 1.76 -0.52
Si 3.03 -1.61 4.06
C 3.44 -3.20 3.07
C 1.22 -1.70 4.64
C 4.31 -1.17 5.39
H 4.27 3.73 5.42
H 5.24 2.84 4.28
H 4.38 1.99 5.54
H 0.92 3.39 5.19
H 1.16 1.67 5.33
H 0.32 2.33 3.93
H 2.55 4.99 2.80
H 1.85 3.83 1.69
H 3.60 4.06 1.76
H 5.56 -1.97 0.84
H 6.38 -1.22 -0.51
H 4.65 -1.45 -0.58
H 6.63 0.49 2.92
H 6.48 2.13 2.32
H 7.58 1.01 1.55
H 3.87 1.40 -1.09
H 5.55 1.89 -1.23
H 4.49 2.74 -0.12
H 2.66 -3.41 2.33
H 3.50 -4.06 3.73
H 4.39 -3.12 2.55
H 0.55 -1.87 3.79
H 0.91 -0.78 5.13
H 1.07 -2.51 5.34
H 5.26 -0.87 4.95
H 4.51 -2.01 6.05
H 3.96 -0.35 6.01
*
```

HOMO level = -12.96 eV
Calculated total energy = -66022.2428 eV
Orbital gap = 6.377 eV


[4]
This record from the OMol25 dataset describes one molecule with the formula C5H9NO. The level of theory is ωB97M-V/def2-TZVPD.

```
! wB97M-V def2-TZVPD RIJCOSX def2/J DEFGRID3
* xyz 0 1
H -2.04 0.09 2.25
N -2.20 0.27 1.26
C -1.27 -0.25 0.58
C -1.12 -0.10 -0.90
C 0.19 0.67 -1.16
C 1.38 0.17 -0.31
C 1.05 -0.58 1.00
O -0.30 -1.04 1.14
H -1.08 -1.09 -1.37
H -1.98 0.43 -1.31
H -0.02 1.73 -0.97
H 0.45 0.60 -2.22
H 2.01 -0.46 -0.95
H 2.02 1.03 -0.04
H 1.25 0.01 1.90
H 1.66 -1.49 1.09
*
```

HOMO level = -9.96 eV
Calculated total energy = -8867.9983 eV
Orbital gap = 10.853 eV
Energy relative to the best compared isomer or geometry (same formula, charge and spin) = 1.2143 eV
SMILES = [H]/N=C1/CCCCO1


[5]
This record from the OMol25 dataset describes C14H42FeNO17 as an isolated structure in a non-equilibrium geometry. The level of theory is ωB97M-V/def2-TZVPD.

```
! wB97M-V def2-TZVPD RIJCOSX def2/J DEFGRID3
* xyz 1 5
Fe 0.53 1.99 3.14
N -0.56 0.08 0.84
O -0.74 -1.12 0.96
O -0.50 0.62 -0.26
O -0.43 0.76 1.93
C 2.92 -3.77 0.13
C 1.45 -3.37 0.01
O 0.65 -4.00 1.05
O 3.66 -3.45 -1.04
H 2.93 -4.87 0.23
H 3.35 -3.37 1.05
H 0.95 -3.87 -0.83
H 1.39 -2.29 -0.03
H 0.63 -4.95 0.93
H 3.38 -4.04 -1.75
C 2.68 0.87 1.86
C 2.82 0.30 3.26
O 1.54 0.43 3.93
O 2.11 2.20 1.84
H 2.08 0.20 1.24
H 3.70 0.87 1.47
H 3.62 0.83 3.77
H 3.16 -0.73 3.12
H 1.68 0.29 4.88
H 2.22 2.53 0.91
C 0.31 -2.93 5.51
C 0.21 -3.10 4.03
O -0.84 -2.40 3.41
O -0.98 -2.75 6.04
H 0.81 -1.97 5.73
H 0.91 -3.65 6.06
H 0.16 -4.16 3.72
H 1.18 -2.91 3.54
H -0.50 -2.22 2.51
H -0.93 -2.48 6.96
C -4.09 -0.62 -1.56
C -4.53 -0.13 -0.21
O -3.45 0.37 0.52
O -3.38 0.47 -2.23
H -4.89 -0.90 -2.24
H -3.35 -1.42 -1.51
H -5.07 -0.88 0.37
H -5.30 0.65 -0.30
H -3.06 1.17 0.15
H -2.46 0.23 -2.35
C -0.53 -1.75 -2.77
C -1.32 -2.13 -3.99
O -1.10 -3.52 -4.25
O -1.12 -2.37 -1.62
H -0.41 -0.66 -2.59
H 0.54 -2.03 -2.78
H -0.94 -1.60 -4.86
H -2.38 -1.94 -3.81
H -1.60 -4.02 -3.59
H -0.74 -1.99 -0.81
C -1.97 4.83 -1.52
C -1.70 4.55 -2.95
O -0.75 3.48 -3.11
O -2.76 3.84 -0.91
H -2.53 5.77 -1.45
H -1.03 5.02 -0.98
H -1.35 5.42 -3.53
H -2.58 4.30 -3.56
H -0.38 3.48 -4.00
H -2.68 3.02 -1.43
C 2.61 4.41 -1.54
C 2.46 2.93 -1.72
O 1.58 2.39 -0.70
O 1.40 5.09 -1.77
H 3.34 4.78 -2.27
H 3.02 4.71 -0.58
H 3.40 2.37 -1.70
H 1.99 2.68 -2.67
H 0.85 1.97 -1.17
H 0.73 4.50 -2.14
*
```

<S²> = 6.007
HOMO level (alpha / beta) = -11.63 / -11.63 eV
Calculated total energy = -85868.4531 eV
Orbital gap (alpha / beta) = 6.191 / 5.986 eV
Energy relative to the best compared isomer or geometry (same formula, charge and spin) = 2.6805 eV


[6]
This record from the OMol25 dataset describes C20H34BiClIN3O4 as an isolated structure in a non-equilibrium geometry. The level of theory is ωB97M-V/def2-TZVPD.

```
! wB97M-V def2-TZVPD RIJCOSX def2/J DEFGRID3
* xyz 0 1
O 0.52 -0.04 -1.43
C -0.36 0.19 -2.45
C -0.09 1.58 -3.07
C 0.55 2.59 -2.36
H 0.87 2.41 -1.33
C 0.75 3.85 -2.93
H 1.24 4.63 -2.35
C 0.31 4.10 -4.24
H 0.46 5.08 -4.69
C -0.34 3.08 -4.94
H -0.71 3.26 -5.96
C -0.53 1.83 -4.37
H -1.04 1.01 -4.89
H -0.19 -0.56 -3.25
C -2.28 -1.42 -1.78
C -1.83 -0.01 -2.03
H -3.37 -1.52 -1.94
H -2.11 -1.72 -0.74
H -1.76 -2.14 -2.43
C -2.61 1.06 -1.81
C -4.04 1.02 -1.39
H -2.21 2.06 -1.96
H -4.68 1.43 -2.18
H -4.19 1.64 -0.50
H -4.37 0.00 -1.15
Bi -0.20 0.04 0.87
Cl -2.77 -0.20 1.49
C -0.84 0.30 3.91
O -0.06 -0.42 3.24
N -1.23 0.03 5.15
C -0.72 -1.12 5.88
C -2.02 1.03 5.87
H -1.26 1.22 3.49
H -0.15 -1.76 5.21
H -1.56 -1.69 6.31
H -0.09 -0.78 6.71
H -2.20 1.85 5.17
H -1.46 1.41 6.74
H -2.98 0.62 6.21
H 4.89 1.80 -1.28
H 4.74 2.20 1.35
C 3.80 1.77 -1.19
C 3.67 1.96 1.31
N 3.40 1.20 0.09
H 3.38 1.13 -1.97
C 2.95 -0.05 0.12
O 2.20 -0.51 1.03
H 3.37 1.36 2.18
H 3.25 -0.69 -0.73
H 3.40 2.78 -1.30
H 3.08 2.89 1.30
H -0.01 -5.53 1.29
H 2.10 -5.66 -0.34
C -0.45 -5.01 0.43
C 1.59 -4.96 -1.00
N 0.57 -4.23 -0.26
H -1.26 -4.35 0.78
C 0.67 -2.92 -0.06
O -0.15 -2.30 0.68
H 2.30 -4.24 -1.40
H 1.50 -2.41 -0.58
H -0.84 -5.75 -0.27
H 1.11 -5.52 -1.82
I 0.28 3.08 1.57
*
```

HOMO level = -7.54 eV
Calculated total energy = -60416.6337 eV
Orbital gap = 7.870 eV
Energy relative to the best compared isomer or geometry (same formula, charge and spin) = 0.0000 eV


[7]
This record from the OMol25 dataset describes a 2-piece molecular cluster, CH6N2 overall in a non-equilibrium geometry. The level of theory is ωB97M-V/def2-TZVPD.

```
! wB97M-V def2-TZVPD RIJCOSX def2/J DEFGRID3
* xyz 0 1
C -0.08 -1.19 0.34
N -0.19 1.51 -0.85
N -0.63 0.88 0.25
H 0.57 -1.51 1.19
H -1.15 -1.43 0.41
H 0.42 -1.02 -0.59
H 0.77 1.59 -0.82
H -0.71 1.20 -1.68
H -1.53 0.59 0.17
*
```

HOMO level (alpha / beta) = -7.42 / -7.52 eV
Calculated total energy = -4110.3568 eV
Orbital gap (alpha / beta) = 8.476 / 8.619 eV
Energy relative to the best compared isomer or geometry (same formula, charge and spin) = 3.9770 eV


[8]
This record from the OMol25 dataset describes a 13-piece molecular cluster, C5H37NO13S overall in a non-equilibrium geometry. The level of theory is ωB97M-V/def2-TZVPD.

```
! wB97M-V def2-TZVPD RIJCOSX def2/J DEFGRID3
* xyz 0 1
C -0.17 -1.79 2.45
C -0.74 -2.94 1.64
O 0.39 -3.68 1.13
C 0.39 -0.72 1.53
N -0.70 0.19 1.09
C -0.67 0.64 -0.28
C -1.26 2.07 -0.35
S -1.82 2.60 -2.04
H 0.72 -2.23 2.92
H -0.82 -1.45 3.25
H -1.32 -3.60 2.29
H -1.41 -2.67 0.82
H 0.09 -3.98 0.26
H 1.13 -0.11 2.07
H 0.91 -1.20 0.70
H -1.56 -0.26 1.39
H 0.38 0.79 -0.56
H -1.04 -0.03 -1.06
H -0.46 2.73 -0.07
H -2.11 2.15 0.33
H -0.84 2.06 -2.76
H 3.67 1.70 -3.11
H 2.43 2.43 -3.02
O 3.37 2.58 -2.84
H 4.08 2.30 0.35
H 3.45 2.66 -1.07
O 3.32 2.16 -0.23
H 3.27 2.78 2.74
H 3.13 1.49 2.06
O 3.82 2.06 2.40
H 0.68 1.79 1.82
H 1.78 2.31 0.88
O 1.15 2.61 1.57
H -1.63 1.54 4.21
H -1.39 1.96 2.65
O -2.01 1.81 3.38
H -3.16 0.80 2.60
H -4.30 -0.16 3.16
O -3.93 0.23 2.37
H -1.00 -3.12 -1.72
H 0.04 -3.11 -2.79
O -0.09 -3.39 -1.88
H -1.40 -1.11 -2.70
H -0.96 -0.73 -4.04
O -0.57 -0.96 -3.19
H -4.05 -0.83 0.56
H -4.13 0.05 -0.59
O -4.10 -0.90 -0.41
H 1.08 -0.69 -2.73
H 2.42 -0.75 -2.03
O 1.95 -0.23 -2.68
H -3.46 -1.60 -1.84
H -3.21 -2.91 -2.54
O -3.13 -1.96 -2.69
H 3.90 0.54 -1.27
H 5.14 -0.07 -0.64
O 4.74 0.10 -1.49
*
```

HOMO level = -9.22 eV
Calculated total energy = -44728.8441 eV
Orbital gap = 9.292 eV
Energy relative to the best compared isomer or geometry (same formula, charge and spin) = 0.0000 eV


[9]
This record from the OMol25 dataset describes C31H22N8RhSSe as an isolated structure in a non-equilibrium geometry. The level of theory is ωB97M-V/def2-TZVPD.

```
! wB97M-V def2-TZVPD RIJCOSX def2/J DEFGRID3
* xyz 3 1
Rh -0.85 0.67 0.00
Se -8.73 0.73 0.02
N -7.54 -0.56 0.01
C -6.32 -0.06 0.01
C -5.11 -0.82 0.00
C -5.08 -2.22 -0.01
C -3.86 -2.86 -0.02
C -2.70 -2.09 -0.03
N -2.70 -0.77 -0.03
C -3.88 -0.12 -0.01
C -3.84 1.33 0.01
N -2.63 1.92 0.02
C -2.55 3.25 0.07
C -3.68 4.07 0.08
C -4.93 3.48 0.06
C -5.03 2.09 0.03
C -6.28 1.39 0.02
N -7.47 1.96 0.03
H -6.01 -2.76 0.00
H -3.79 -3.93 -0.02
H -1.73 -2.57 -0.05
H -1.56 3.68 0.11
H -3.56 5.14 0.11
H -5.84 4.07 0.07
C 0.66 -1.80 3.40
C -0.12 -0.91 2.64
N 0.02 -0.81 1.34
C 0.94 -1.55 0.68
C 1.78 -2.45 1.38
C 1.61 -2.56 2.77
C 2.73 -3.22 0.64
C 2.78 -3.17 -0.71
C 1.89 -2.34 -1.45
C 1.80 -2.36 -2.86
C 0.91 -1.53 -3.49
C 0.14 -0.65 -2.73
N 0.18 -0.63 -1.41
C 1.00 -1.48 -0.75
H 0.51 -1.86 4.47
H -0.89 -0.31 3.10
H 2.21 -3.27 3.32
H 3.40 -3.86 1.19
H 3.49 -3.77 -1.26
H 2.41 -3.04 -3.42
H 0.79 -1.55 -4.56
H -0.53 0.06 -3.21
N 1.83 2.88 -2.13
C 2.32 2.33 -1.02
S 1.22 2.04 0.26
N 3.63 2.05 -0.98
C 4.49 1.50 -0.03
C 4.10 1.06 1.25
C 5.04 0.58 2.13
C 6.38 0.48 1.76
C 6.78 0.91 0.49
C 5.85 1.41 -0.39
H 0.86 3.18 -2.15
H 2.42 3.24 -2.87
H 4.14 2.31 -1.83
H 3.07 1.11 1.55
H 4.74 0.27 3.12
H 7.11 0.07 2.44
H 7.81 0.85 0.20
H 6.17 1.75 -1.36
*
```

HOMO level = -15.85 eV
Calculated total energy = -123591.0499 eV
Orbital gap = 4.690 eV


[10]
This record from the OMol25 dataset describes one molecule with the formula CH2O2 in a non-equilibrium geometry. The level of theory is ωB97M-V/def2-TZVPD.

```
! wB97M-V def2-TZVPD RIJCOSX def2/J DEFGRID3
* xyz 0 1
C -0.59 0.04 0.01
O 0.70 0.31 0.05
O 1.92 -0.25 0.02
H -1.09 0.88 -0.21
H -0.94 -0.99 0.13
*
```

HOMO level (alpha / beta) = -9.60 / -9.57 eV
Calculated total energy = -5158.2392 eV
Orbital gap (alpha / beta) = 8.863 / 8.823 eV
Energy relative to the best compared isomer or geometry (same formula, charge and spin) = 6.1750 eV


[11]
This record from the OMol25 dataset describes one molecule with the formula C22H20FN5O in a non-equilibrium geometry. The level of theory is ωB97M-V/def2-TZVPD.

```
! wB97M-V def2-TZVPD RIJCOSX def2/J DEFGRID3
* xyz 0 1
C 1.66 3.63 -0.57
C 1.61 2.96 0.75
C 2.09 3.34 1.97
C 1.77 2.31 2.90
C 2.11 2.34 4.29
N 1.78 1.41 5.09
N 2.15 1.47 6.40
C 1.63 0.65 7.36
N 2.16 0.90 8.51
N 3.06 1.89 8.34
C 3.05 2.24 7.09
C 1.10 1.32 2.20
C 0.53 0.03 2.65
N 1.01 1.73 0.90
C 0.39 1.00 -0.14
C -0.96 1.17 -0.41
C -1.56 0.46 -1.42
C -0.82 -0.44 -2.19
O -1.51 -1.09 -3.16
C -0.84 -2.03 -3.98
C -1.83 -2.63 -4.94
C -1.47 -2.88 -6.25
C -2.37 -3.46 -7.13
C -3.64 -3.77 -6.67
F -4.52 -4.32 -7.53
C -4.02 -3.52 -5.37
C -3.10 -2.96 -4.50
C 0.53 -0.62 -1.92
C 1.13 0.10 -0.90
H 2.19 3.02 -1.30
H 2.16 4.59 -0.48
H 0.65 3.80 -0.96
H 2.61 4.25 2.19
H 2.67 3.23 4.61
H 0.88 -0.09 7.16
H 3.67 2.99 6.65
H 0.80 -0.13 3.69
H 0.90 -0.79 2.04
H -0.56 0.04 2.57
H -1.54 1.87 0.18
H -2.61 0.58 -1.65
H -0.02 -1.54 -4.53
H -0.40 -2.82 -3.35
H -0.48 -2.63 -6.60
H -2.10 -3.66 -8.16
H -5.02 -3.77 -5.05
H -3.38 -2.75 -3.48
H 1.14 -1.30 -2.49
H 2.18 -0.03 -0.69
*
```

HOMO level = -8.03 eV
Calculated total energy = -35352.4504 eV
Orbital gap = 8.463 eV
Energy relative to the best compared isomer or geometry (same formula, charge and spin) = 1.9849 eV
SMILES = Cc1cc(/C=N/n2cnnc2)c(C)n1-c1ccc(OCc2ccc(F)cc2)cc1


[12]
This record from the OMol25 dataset describes an isolated ion of composition C3H9N2O3 and charge +1 in a non-equilibrium geometry. The level of theory is ωB97M-V/def2-TZVPD.

```
! wB97M-V def2-TZVPD RIJCOSX def2/J DEFGRID3
* xyz 1 1
C -1.66 1.35 -0.14
N -0.40 0.83 0.38
C -0.12 -0.64 -0.08
O -0.59 -0.94 -1.30
O -0.72 -1.32 0.94
N 1.35 -0.91 0.12
C 2.38 -0.03 0.17
O 2.15 1.15 0.46
H -2.46 0.67 0.17
H -1.86 2.49 0.15
H -1.52 1.24 -1.30
H 0.35 1.41 -0.11
H -0.20 0.87 1.47
H -1.16 -1.72 -1.30
H -0.35 -2.17 0.81
H 1.52 -1.72 -0.53
H 3.29 -0.54 0.09
*
```

HOMO level = -14.86 eV
Calculated total energy = -12371.8971 eV
Orbital gap = 11.459 eV
Energy relative to the best compared isomer or geometry (same formula, charge and spin) = 2.2732 eV
SMILES = C[NH2+]C(O)(O)NC=O